Entry from the Open Molecules 2025 dataset: C16H8Cl4N2O2Pt as an isolated structure in a non-equilibrium geometry (ωB97M-V with the def2-TZVPD basis set).

Last column: Mulliken charge in e.
Cartesian coordinates (Å):
Pt 0.00088 -0.23335 -0.02582  0.8687
Cl 1.54420 -6.82803 -0.52740  -0.2155
C 0.71157 -5.33466 -0.48761  0.3247
C -0.68232 -5.31491 -0.69858  0.3166
Cl -1.50707 -6.78476 -0.98909  -0.2156
C -1.37887 -4.12008 -0.67134  0.2079
Cl -3.07802 -4.08747 -0.92743  -0.2257
C -0.70966 -2.90108 -0.43273  0.1916
O -1.29357 -1.76357 -0.39468  -0.9487
C 0.72598 -2.92134 -0.21554  0.1922
O 1.30380 -1.80036 -0.00175  -0.9481
C 1.40180 -4.15945 -0.25068  0.1999
Cl 3.10090 -4.17506 0.00730  -0.2253
C 3.41320 2.14168 0.76118  -0.7199
C 2.85635 3.43870 0.82098  -0.3855
C 1.51296 3.59729 0.63335  -0.8269
C 0.69071 2.48002 0.38281  0.6710
N 1.26235 1.21532 0.32888  -0.1679
C 2.57947 1.07840 0.51492  0.0403
C -0.70452 2.49942 0.17171  0.6701
C -1.53302 3.63991 0.17250  -0.8339
C -2.87613 3.51859 -0.04637  -0.3907
C -3.42516 2.23696 -0.27350  -0.7358
C -2.58542 1.15049 -0.26654  0.0577
N -1.26881 1.25068 -0.05409  -0.1651
H 4.47128 1.99253 0.90625  0.4109
H 3.48806 4.29022 1.01270  0.4476
H 1.05842 4.57221 0.67281  0.3080
H 2.95400 0.06609 0.45906  0.4616
H -1.08441 4.60202 0.34858  0.3091
H -3.51248 4.38779 -0.04652  0.4474
H -4.48251 2.11737 -0.44849  0.4176
H -2.95395 0.14846 -0.43484  0.4616

Summary:
* lowest unoccupied orbital energy (alpha / beta): -0.070 / -0.070 Eh
* highest occupied orbital energy (alpha / beta): -6.497 / -6.497 eV
* Kohn-Sham gap (alpha / beta): 4.59 / 4.59 eV

Entry from the Open Molecules 2025 dataset: C5H8O in the gas phase (ωB97M-V with the def2-TZVPD basis set).

Last column: Mulliken charge in e.
Cartesian coordinates (Å):
C 0.78596 -0.37093 -1.51637  -0.9922
C -0.62046 -0.51290 -1.06212  0.0989
C -1.02321 -0.32750 0.26567  -0.4464
C -0.38828 0.94781 0.80143  -0.7623
C 0.47979 0.65984 1.83614  0.0421
O 0.74460 -0.54150 2.14963  -0.6482
H 1.45939 -0.29674 -0.65890  0.2818
H 1.05763 -1.22230 -2.15317  0.3591
H 0.92551 0.53099 -2.12760  0.2847
H -1.35240 -0.77354 -1.83169  0.3726
H -0.31777 -0.97191 1.00809  0.2765
H -2.07886 -0.51451 0.48276  0.4005
H -0.57214 1.91870 0.36299  0.3694
H 0.90025 1.47449 2.44315  0.3635

Summary:
* lowest unoccupied orbital energy (alpha / beta): -0.034 / -0.034 Eh
* ΔE to the lowest compared entry with this formula, charge and spin: 370.4 kJ/mol
* highest occupied orbital energy (alpha / beta): -7.706 / -7.708 eV
* Kohn-Sham gap (alpha / beta): 6.77 / 6.78 eV

Entry from the Open Molecules 2025 dataset: a 7-piece molecular cluster, C27H55Cl2O10P overall in a non-equilibrium geometry (ωB97M-V with the def2-TZVPD basis set).

Last column: Mulliken charge in e.
Cartesian coordinates (Å):
C -1.16526 -0.82781 4.83827  -1.3202
C -1.40323 -0.49886 3.37578  0.5378
Cl -0.51685 0.98874 2.96126  -0.1469
C -1.01720 -1.65564 2.45947  -0.1715
Cl 0.52741 -2.41353 2.89399  -0.1263
O -1.07636 -1.30153 1.09469  0.0076
P 0.21954 -1.19967 0.14025  0.3648
O -0.20605 -0.57084 -1.10415  -0.5633
O 0.73938 -2.68008 -0.11002  -0.4920
O 1.38637 -0.38964 0.83437  -0.3515
H -1.53516 -1.81993 5.08003  0.3815
H -1.71391 -0.12110 5.45243  0.3297
H -0.12176 -0.72057 5.10062  0.2532
H -2.45776 -0.30647 3.21807  0.2560
H -1.78612 -2.40376 2.62539  0.4366
H 1.54363 -2.88280 0.37903  0.3812
H 1.96813 -0.92308 1.40261  0.3654
C -1.62470 -2.39155 -3.49238  0.2783
C -0.85037 -2.90143 -4.70482  -0.4086
C -1.93485 -3.64652 -5.47419  -0.5240
O -3.16419 -2.97252 -5.19508  -0.4696
C -2.97452 -2.05855 -4.11087  0.0515
H -1.15994 -1.54242 -2.99894  -0.2353
H -1.73471 -3.19121 -2.75422  0.3250
H -0.48039 -2.05663 -5.29088  0.0176
H -0.00228 -3.53502 -4.44929  0.3908
H -2.02263 -4.68478 -5.13339  0.2562
H -1.76794 -3.65073 -6.55219  0.3335
H -2.98290 -1.03818 -4.51382  0.1137
H -3.80494 -2.15898 -3.40980  0.0319
C 5.04189 -0.52016 4.04443  -0.5613
C 5.88976 -0.82848 2.81127  -0.6218
C 4.98866 -1.78549 2.04488  -0.4591
O 3.64131 -1.40202 2.35513  -0.5645
C 3.63973 -0.47919 3.45584  -0.2249
H 5.31329 0.40795 4.54328  0.3590
H 5.12430 -1.33366 4.76806  0.2745
H 6.05279 0.08239 2.23205  0.2622
H 6.86029 -1.26253 3.04287  0.3589
H 5.13703 -2.81989 2.36974  0.2722
H 5.13491 -1.73673 0.96598  0.3147
H 3.39765 0.51777 3.07366  0.2139
H 2.86742 -0.77334 4.16707  0.1525
C -1.07908 2.41347 -5.82566  -0.5974
C -0.51394 2.52158 -4.41018  -0.5891
C 0.01590 1.11367 -4.18237  0.5257
O 0.41936 0.61989 -5.46778  -0.4360
C -0.06812 1.48869 -6.49095  -0.4222
H -1.17427 3.37066 -6.33633  0.3779
H -2.06325 1.94038 -5.80107  0.2499
H 0.30656 3.24355 -4.38925  0.2536
H -1.24779 2.81949 -3.66358  0.3881
H -0.76372 0.45639 -3.79013  -0.3132
H 0.86413 1.08375 -3.49997  -0.0363
H 0.77606 2.05732 -6.90035  0.2429
H -0.50062 0.88885 -7.29274  0.2798
C 3.95721 1.35448 -5.00316  -0.1471
C 3.78735 2.24501 -3.77465  -0.2870
C 5.23071 2.41998 -3.31993  -0.4689
O 6.03630 2.36318 -4.49817  -0.4008
C 5.25080 1.89424 -5.59778  -0.4820
H 3.11846 1.39743 -5.69567  0.0417
H 4.08788 0.31496 -4.69561  0.2307
H 3.36361 3.20893 -4.06695  0.1922
H 3.15092 1.81426 -3.00318  0.2160
H 5.53519 1.60753 -2.65026  0.2322
H 5.40648 3.36934 -2.81253  0.3060
H 5.05625 2.73787 -6.26945  0.2725
H 5.81631 1.14042 -6.14624  0.2903
C -4.01009 -1.55274 -0.32471  0.6827
C -5.35615 -2.23302 -0.56045  -0.6573
C -6.10964 -1.86628 0.71263  -0.4991
O -5.60758 -0.59391 1.12819  -0.4374
C -4.42668 -0.27398 0.38436  -0.3380
H -3.44528 -1.36336 -1.23542  -0.2683
H -3.39126 -2.16432 0.33456  -0.1074
H -5.84887 -1.79621 -1.43198  0.3215
H -5.28611 -3.30865 -0.71451  0.3996
H -5.91651 -2.59386 1.50956  0.2550
H -7.18774 -1.79468 0.56617  0.3125
H -4.66939 0.51681 -0.33286  0.3059
H -3.66201 0.10337 1.06482  0.0308
C -1.49693 3.74412 7.35524  -0.5703
C -1.61269 3.28581 8.80808  -0.5551
C -2.33195 1.95175 8.65444  -0.4952
O -1.92408 1.41874 7.39164  -0.3716
C -1.24424 2.42611 6.63694  -0.1861
H -0.70794 4.47435 7.18488  0.3565
H -2.44188 4.17949 7.02400  0.2764
H -0.61818 3.13212 9.23238  0.2585
H -2.15096 3.98290 9.44780  0.3490
H -3.41864 2.08570 8.64156  0.2649
H -2.08132 1.23910 9.44051  0.2705
H -0.17561 2.18391 6.61742  0.2233
H -1.61642 2.41986 5.61217  0.1796

Summary:
* lowest unoccupied orbital energy: 0.010 Eh
* SMILES: C[C@@H](Cl)[C@H](Cl)OP(=O)(O)O.C1CCOC1.C1CCOC1.C1CCOC1.C1CCOC1.C1CCOC1.C1CCOC1
* highest occupied orbital energy: -8.966 eV
* Kohn-Sham gap: 9.24 eV

Entry from the Open Molecules 2025 dataset: a 2-piece molecular cluster, CH4IN2O overall in a non-equilibrium geometry (ωB97M-V with the def2-TZVPD basis set).

Last column: Mulliken charge in e.
Cartesian coordinates (Å):
C 1.41728 0.11521 0.07354  -0.0473
N -0.37907 -1.57585 0.02336  -0.4094
N 0.75858 1.19444 0.10679  0.0092
O 1.34720 2.39050 -0.14119  -0.3546
I 3.38082 -0.30205 0.02059  0.4574
H -0.08533 -2.09898 0.79812  0.2893
H 0.23844 -1.84104 -0.74099  0.3072
H -0.29438 1.10281 0.29376  0.3718
H 0.75315 3.16373 -0.12278  0.3765

Summary:
* net charge: +1
* lowest unoccupied orbital energy (alpha / beta): -0.256 / -0.256 Eh
* ΔE to the lowest compared entry with this formula, charge and spin: 471.5 kJ/mol
* highest occupied orbital energy (alpha / beta): -14.378 / -14.379 eV
* Kohn-Sham gap (alpha / beta): 7.41 / 7.40 eV

Entry from the Open Molecules 2025 dataset: C12H5F5LiO4S as an isolated structure in a non-equilibrium geometry (ωB97M-V with the def2-TZVPD basis set).

Last column: Mulliken charge in e.
Cartesian coordinates (Å):
O 3.48840 -1.56603 1.54090  -0.4642
C 2.87168 -1.19277 0.56936  0.0845
C 2.97670 -1.91794 -0.80528  -0.5537
C 1.90341 -1.79514 -1.65205  -0.8594
C 0.64721 -0.93755 -1.29434  1.1145
O -0.39040 -1.16857 -1.94572  -0.7114
C 0.77703 0.12679 -0.19421  0.1650
C 1.91454 0.03006 0.76297  0.2393
C 2.09720 1.00527 1.84452  -0.4728
C 1.16345 2.13435 2.04634  -0.6802
C 0.03578 2.21966 1.09380  -0.4084
C -0.15783 1.24561 0.00662  0.2624
S -1.62211 1.45852 -1.05605  1.2371
O -2.19140 2.76639 -0.70306  -0.6823
O -1.31730 1.49240 -2.48715  -0.6166
C -2.98969 0.21021 -0.67347  0.7147
F -4.17808 0.88833 -0.52782  -0.2319
F -3.18061 -0.68754 -1.69981  -0.2349
C -2.77652 -0.57734 0.68038  0.4865
F -2.62890 0.35344 1.68036  -0.2177
F -3.90634 -1.30614 0.96629  -0.2366
F -1.74310 -1.47688 0.65710  -0.1903
H 3.87551 -2.51859 -1.07761  0.4299
H 1.98378 -2.35427 -2.62798  0.6036
H 2.96823 0.83744 2.52765  0.4233
H 1.29208 2.85486 2.89013  0.4056
H -0.69750 3.05312 1.25079  0.4630
Li -0.21522 -3.17771 -1.77264  0.9311

Summary:
* net charge: +1
* lowest unoccupied orbital energy: -0.214 Eh
* highest occupied orbital energy: -13.614 eV
* Kohn-Sham gap: 7.78 eV

Entry from the Open Molecules 2025 dataset: C27H27BCrN6PS as an isolated structure in a non-equilibrium geometry (ωB97M-V with the def2-TZVPD basis set).

Last column: Mulliken charge in e.
Cartesian coordinates (Å):
Cr 0.00655 -1.72128 1.44988  0.4730
C -3.78692 -2.47352 -0.27685  -1.6703
C -2.34760 -2.43548 0.10556  0.7965
N -1.94018 -1.94254 1.22189  1.5084
N -2.87510 -1.49410 2.09599  -1.5207
C -2.33257 -1.00241 3.20569  0.6215
N -3.23238 -0.52009 4.09368  -0.4413
S -0.66506 -0.92715 3.61975  -0.4173
C -1.26843 -2.93328 -0.77630  0.2724
C -1.48594 -3.53249 -2.00243  -0.6310
C -0.39638 -3.96026 -2.74773  -0.5291
C 0.88081 -3.78524 -2.25125  -0.9484
C 1.02295 -3.19075 -1.00999  -0.1919
N -0.02383 -2.78107 -0.30214  0.5041
H -4.27637 -1.57753 0.09743  0.4434
H -4.29265 -3.33081 0.17476  0.3111
H -3.90706 -2.53080 -1.35788  0.4070
H -4.19743 -0.76657 3.94987  0.2441
H -2.91906 -0.36944 5.03682  0.2308
H -2.49419 -3.66619 -2.36623  0.3616
H -0.54888 -4.43294 -3.70943  0.4349
H 1.75367 -4.10533 -2.80110  0.4356
H 1.99385 -3.03699 -0.55700  0.4836
N 0.01547 -0.12186 0.57715  0.1070
P 0.28895 1.21821 -0.09698  0.7038
C 0.52798 2.60354 1.04240  -0.0543
C -0.35746 2.69443 2.11814  -0.1625
C -0.20960 3.70415 3.05511  -0.7300
C 0.82654 4.62342 2.92957  -0.4648
C 1.71365 4.53382 1.86811  -0.7091
C 1.56637 3.52252 0.92447  -0.1867
C 1.77396 1.21340 -1.14187  -0.0037
C 1.77075 1.61417 -2.47370  -0.2029
C 2.92338 1.49155 -3.24450  -0.7219
C 4.07895 0.96874 -2.68588  -0.4909
C 4.08899 0.56182 -1.35516  -0.7657
C 2.94052 0.67796 -0.58847  -0.2666
C -1.04627 1.77995 -1.19185  -0.0438
C -1.91530 0.82468 -1.70929  -0.1904
C -2.95471 1.20368 -2.54728  -0.6071
C -3.13229 2.54298 -2.86888  -0.5276
C -2.27264 3.50343 -2.35180  -0.6948
C -1.23294 3.12330 -1.51282  -0.2595
H -1.14294 1.95522 2.22502  0.3287
H -0.89434 3.76905 3.89145  0.4141
H 0.94695 5.40607 3.66809  0.3808
H 2.52471 5.24527 1.77669  0.4148
H 2.26213 3.44988 0.09723  0.3757
H 0.86845 2.02093 -2.91355  0.3681
H 2.91478 1.80193 -4.28201  0.4186
H 4.97430 0.87213 -3.28716  0.3953
H 4.99032 0.14972 -0.91894  0.4310
H 2.93741 0.34418 0.44289  0.4734
H -1.76685 -0.21357 -1.43368  0.3035
H -3.63047 0.45742 -2.94752  0.4093
H -3.94652 2.84010 -3.51774  0.3809
H -2.41732 4.54819 -2.59605  0.4092
H -0.56921 3.87386 -1.09840  0.4328
B 3.76405 -3.94897 3.06062  0.1267
C 2.44084 -3.28467 2.56145  -0.0462
N 1.48238 -2.77417 2.15402  -0.5646
H 3.66381 -5.14190 2.85477  -0.1226
H 4.64615 -3.44741 2.38521  -0.1201
H 3.88927 -3.69087 4.23818  -0.1158

Summary:
* expectation value of S²: 3.7824
* lowest unoccupied orbital energy (alpha / beta): -0.030 / -0.037 Eh
* ΔE to the lowest compared entry with this formula, charge and spin: 0.0 kJ/mol
* 2S+1: 4
* highest occupied orbital energy (alpha / beta): -7.819 / -8.140 eV
* Kohn-Sham gap (alpha / beta): 7.00 / 7.14 eV

For the records above, the corresponding E values read -2834.62787 -270.41682 -3075.95509 -522.44825 -1665.95576 -3182.52620 Ha.